(1)
This record from OMol25 describes Cd3N8O24 as an isolated structure. The level of theory is ωB97M-V with the def2-TZVPD basis set.

```
35
Properties=species:S:1:pos:R:3
N -1.222 -0.857 3.285
O -4.440 3.191 -1.440
O 3.342 -0.837 -1.144
O -2.750 3.146 0.075
O -0.690 -1.146 4.404
O 2.343 -1.581 3.335
O 2.689 -0.548 1.547
O 4.075 -1.754 2.275
O -2.326 -0.272 -2.656
N -0.194 0.055 -0.332
O 4.402 -1.518 -2.769
O -3.995 1.003 -3.309
O 0.906 0.526 -0.480
O -0.675 -3.544 -1.476
Cd 2.801 1.205 0.072
N 3.048 -1.150 2.501
Cd -2.463 1.558 1.669
O 4.902 -2.055 -0.697
O -1.175 -1.617 2.427
N -2.753 0.750 -2.937
N -0.441 -3.730 -2.617
O -0.437 2.771 1.879
O 1.588 2.615 1.340
N -3.324 3.655 -0.982
N 4.307 -1.414 -1.551
O -1.114 0.874 0.079
O -1.911 1.622 -3.217
O -2.828 4.277 -1.836
O 0.219 -4.666 -2.951
O -0.555 -1.078 -0.404
O -1.661 0.297 3.042
N 0.760 2.805 2.170
O -0.502 -2.682 -3.151
O 0.967 3.072 3.294
Cd -0.896 -2.974 0.555
```

Summary:
Energy relative to the best compared isomer or geometry (same formula, charge and spin): 262.30 kJ/mol
Kohn-Sham gap: 3.381 eV
HOMO: 0.640 eV
⟨S²⟩: 0.751
Total charge: -3
Multiplicity: 2

For each atom in turn, the natural (NBO) charge in e is:
1 N 0.757
2 O -0.522
3 O -0.613
4 O -0.714
5 O -0.468
6 O -0.466
7 O -0.659
8 O -0.536
9 O -0.452
10 N 0.805
11 O -0.508
12 O -0.654
13 O -0.596
14 O -0.719
15 Cd 1.759
16 N 0.723
17 Cd 1.771
18 O -0.483
19 O -0.478
20 N 0.716
21 N 0.737
22 O -0.611
23 O -0.639
24 N 0.706
25 N 0.713
26 O -0.661
27 O -0.601
28 O -0.376
29 O -0.529
30 O -0.509
31 O -0.725
32 N 0.771
33 O -0.449
34 O -0.452
35 Cd 0.961


(2)
This record from OMol25 describes C13H14BrN6ORbS2 as an isolated structure. The level of theory is ωB97M-V with the def2-TZVPD basis set.

```
38
Properties=species:S:1:pos:R:3
N -1.032 0.967 2.427
O -3.540 0.190 0.412
C -0.037 -5.617 -0.012
H -2.186 -5.565 0.107
C -2.832 2.220 4.122
C 1.120 -4.863 -0.077
C -1.285 -3.610 0.077
N 0.817 2.413 1.125
Br 0.067 -7.500 -0.035
H 1.754 4.550 2.510
H -3.805 0.303 4.204
H -2.234 -3.084 0.123
C -2.982 0.885 3.813
S 2.135 0.848 -1.084
H -1.629 3.972 3.809
C -0.886 2.258 2.739
C 2.567 2.321 -0.456
H 0.075 5.074 2.525
C -1.268 -4.996 0.065
C 0.292 2.970 2.140
S -4.178 -0.248 -0.883
H 3.802 3.967 -0.667
H 1.870 -2.852 -0.108
Rb -1.191 0.185 -0.574
H 2.311 3.820 0.916
H -3.539 2.721 4.771
H 2.093 -5.329 -0.141
H 4.138 2.610 -1.668
H 0.729 4.147 3.872
C 0.746 4.253 2.788
C 0.988 -3.484 -0.059
N 1.908 2.978 0.544
C -2.055 0.307 2.956
C -1.761 2.922 3.582
H -2.153 -0.734 2.668
N 3.681 2.985 -0.855
N -0.185 -2.857 0.021
N -3.354 -0.303 -2.092
```

Summary:
Energy relative to the best compared isomer or geometry (same formula, charge and spin): 35.23 kJ/mol
Kohn-Sham gap: 7.417 eV
HOMO: -7.477 eV

For each atom in turn, the natural (NBO) charge in e is:
1 N -0.423
2 O -1.088
3 C -0.044
4 H 0.238
5 C -0.160
6 C -0.287
7 C 0.051
8 N -0.191
9 Br 0.079
10 H 0.205
11 H 0.226
12 H 0.206
13 C -0.238
14 S -0.246
15 H 0.214
16 C 0.148
17 C 0.281
18 H 0.240
19 C -0.284
20 C 0.218
21 S 1.221
22 H 0.384
23 H 0.205
24 Rb 0.908
25 H 0.365
26 H 0.219
27 H 0.235
28 H 0.419
29 H 0.243
30 C -0.686
31 C 0.052
32 N -0.445
33 C 0.084
34 C -0.249
35 H 0.203
36 N -0.793
37 N -0.444
38 N -1.066


(3)
This record from OMol25 describes C45H58BBiN4O6S as an isolated structure. The level of theory is ωB97M-V with the def2-TZVPD basis set.

```
116
Properties=species:S:1:pos:R:3
H -21.997 -0.614 -10.777
H -20.153 -2.320 -10.578
C -18.816 3.536 -1.744
C -20.982 4.343 -2.549
H -23.105 1.070 -4.730
C -22.916 1.444 -3.713
C -16.614 3.116 -5.098
H -18.448 -3.860 2.239
H -21.705 -4.099 -3.113
C -15.205 -2.179 -7.689
C -12.406 -0.195 -5.108
B -16.578 -2.666 -3.531
H -22.956 4.449 -3.186
N -20.501 1.640 -7.086
N -17.138 -3.761 -2.713
C -19.966 -4.270 -0.208
C -19.497 -2.533 -5.077
H -14.690 -1.692 -8.499
O -20.000 3.307 -2.430
C -22.124 2.762 -8.442
H -23.082 1.513 -9.985
H -18.343 1.928 -0.407
H -16.994 2.566 -1.378
H -18.487 -0.746 -2.715
C -20.226 -1.429 -9.922
C -18.764 0.067 -2.013
C -13.214 -1.812 -1.835
H -18.975 4.052 -0.758
H -18.175 4.195 -2.373
H -18.558 -2.028 -4.822
H -17.309 -5.954 0.216
H -15.682 -5.106 0.056
H -11.196 -1.506 -1.114
C -20.463 0.587 -7.938
H -16.490 -5.268 1.603
H -17.525 -4.318 -5.052
H -13.738 -0.964 0.102
H -11.798 0.653 -5.510
H -18.412 -2.030 -8.849
H -12.306 0.376 -3.065
C -12.641 -0.338 -3.753
H -22.568 0.597 -1.754
C -14.957 -4.336 -3.055
H -23.878 1.822 -3.295
C -13.145 -0.989 -5.999
H -11.337 -2.959 -2.197
C -17.476 -3.795 0.271
H -15.710 -4.206 -5.827
O -18.210 1.276 -2.475
H -16.763 -3.121 -0.196
H -22.631 3.684 -8.733
C -22.316 1.628 -9.228
H -13.342 -3.094 -7.471
H -22.749 3.144 -1.909
N -15.188 -3.039 -3.660
N -16.263 3.587 -4.054
H -12.794 0.125 -0.834
H -18.701 -0.278 -7.029
C -20.911 -4.102 -2.408
C -13.820 -2.154 -5.617
H -20.598 -0.638 -1.069
H -13.960 -2.633 -1.595
C -13.356 -1.449 -3.300
H -20.514 -4.347 -4.808
C -19.673 -3.982 -2.934
C -11.853 -2.340 -1.432
O -22.095 2.584 -3.800
H -15.931 -2.893 -8.169
C -21.270 -0.531 -10.012
H -19.498 -2.537 -6.118
C -21.389 0.516 -9.046
H -14.867 -5.033 -7.126
C -14.101 -2.257 -4.225
H -13.953 -4.804 -5.628
C -22.314 3.618 -2.853
C -21.167 2.771 -7.396
H -20.040 -4.443 0.926
C -13.583 -0.597 -0.905
C -18.478 -4.837 -5.109
H -23.046 -0.505 -3.101
C -18.506 -3.885 -2.121
Bi -19.442 1.738 -5.082
H -21.118 4.890 -1.650
H -15.833 -1.437 -7.157
C -18.013 2.256 -1.425
H -14.469 -0.059 -1.296
H -22.020 -4.252 -0.585
C -14.698 -4.363 -6.310
H -14.054 -4.896 -3.216
C -20.906 3.964 -6.519
O -21.578 5.013 -6.548
C -17.834 -3.143 1.651
H -11.903 -2.988 -0.510
H -20.399 -1.947 -4.722
H -18.647 -5.032 -6.219
H -18.496 -2.265 1.537
C -16.730 -5.115 0.564
O -21.004 0.019 -3.011
C -19.414 -0.403 -7.869
H -18.389 -5.840 -4.660
S -17.081 2.357 -6.500
C -18.637 -4.018 -0.693
H -18.225 -0.153 -1.062
H -20.679 5.033 -3.410
H -13.170 -0.628 -7.020
H -20.493 1.149 -1.281
O -19.877 3.775 -5.660
C -19.555 -3.948 -4.480
C -20.257 0.184 -1.750
C -22.371 0.337 -2.795
C -21.052 -4.265 -1.014
C -16.168 -4.750 -2.599
C -14.208 -2.988 -6.791
H -16.903 -2.875 2.188
H -16.391 -5.645 -2.062
C -19.238 -1.342 -8.874
```

Summary:
Kohn-Sham gap (spin up / spin down): 7.655 / 4.727 eV
HOMO (spin up / spin down): -8.230 / -5.512 eV

Atom charges from the Mulliken analysis, given in e for atoms 1 to 99:
1 H 0.404
2 H 0.315
3 C -0.762
4 C -0.787
5 H 0.335
6 C -1.062
7 C 0.641
8 H 0.402
9 H 0.554
10 C -1.531
11 C -1.146
12 B -0.359
13 H 0.284
14 N 0.058
15 N 1.126
16 C -0.771
17 C -0.577
18 H 0.449
19 O 0.317
20 C -0.692
21 H 0.399
22 H 0.482
23 H 0.358
24 H -0.544
25 C -0.584
26 C -0.305
27 C 1.921
28 H 0.303
29 H 0.410
30 H -0.041
31 H 0.304
32 H 0.189
33 H 0.377
34 C -0.224
35 H 0.502
36 H -0.456
37 H 0.475
38 H 0.325
39 H 0.475
40 H 0.488
41 C -0.305
42 H 0.487
43 C -1.405
44 H 0.397
45 C -0.697
46 H 0.355
47 C 1.560
48 H 0.280
49 O 0.003
50 H -0.232
51 H 0.484
52 C -0.949
53 H 0.515
54 H 0.410
55 N 0.342
56 N -0.686
57 H 0.494
58 H -0.189
59 C -0.768
60 C -0.122
61 H 0.480
62 H -0.547
63 C -0.289
64 H 0.754
65 C 0.552
66 C -1.623
67 O -0.137
68 H 0.368
69 C -0.799
70 H 1.006
71 C 1.236
72 H 0.585
73 C -0.049
74 H 0.353
75 C -0.577
76 C 0.420
77 H 0.126
78 C -1.815
79 C -1.029
80 H 0.318
81 C -0.684
82 Bi 1.145
83 H 0.497
84 H 0.381
85 C -0.885
86 H 0.332
87 H 0.421
88 C -1.552
89 H 0.503
90 C 0.248
91 O -0.730
92 C -1.722
93 H 0.381
94 H -0.223
95 H 0.413
96 H 0.332
97 C -1.445
98 O 0.374
99 C -0.152


(4)
This record from OMol25 describes a 2-piece molecular cluster, C11H15N overall. The level of theory is ωB97M-V with the def2-TZVPD basis set.

```
27
Properties=species:S:1:pos:R:3
C 0.406 1.871 -2.182
H -2.416 -2.880 -0.903
H 0.297 2.749 -2.799
N 1.423 -1.525 -0.043
H 2.125 2.839 -1.580
H -2.716 -1.107 -0.877
C 1.293 -0.300 -0.667
C -0.406 0.760 -2.061
H 0.079 2.087 1.947
H 2.221 -1.647 0.537
C -0.603 -1.543 -0.921
H 0.617 0.636 1.476
H 0.049 -3.044 0.612
H -1.281 0.648 -2.696
H -2.183 -1.961 -2.280
C -0.278 1.054 1.946
C 2.121 0.806 -0.778
H 3.071 0.779 -0.265
C 1.625 1.892 -1.445
C -2.033 -1.901 -1.199
H -1.097 0.919 1.238
C -0.559 0.439 3.299
H 0.293 0.504 3.979
C 0.185 -2.184 -0.014
C 0.018 -0.361 -1.366
H -1.320 1.053 3.796
H -0.932 -0.582 3.244
```

Summary:
Energy relative to the best compared isomer or geometry (same formula, charge and spin): 84.18 kJ/mol
Kohn-Sham gap: 8.826 eV
HOMO: -7.910 eV
SMILES: Cc1c[nH]c2ccccc12.CC

For each atom in turn, the natural (NBO) charge in e is:
1 C -0.244
2 H 0.222
3 H 0.217
4 N -0.536
5 H 0.209
6 H 0.215
7 C 0.172
8 C -0.187
9 H 0.208
10 H 0.402
11 C -0.076
12 H 0.203
13 H 0.218
14 H 0.209
15 H 0.213
16 C -0.616
17 C -0.268
18 H 0.213
19 C -0.202
20 C -0.634
21 H 0.210
22 C -0.609
23 H 0.200
24 C -0.035
25 C -0.107
26 H 0.200
27 H 0.204


Respective max |F| values: 0.2072, 0.0369, 0.0906, 0.0578 hartree/bohr.